# 1
The following is a quantum chemistry calculation of a single C7H7F2N molecule in a non-equilibrium geometry, from OMol25.

Computed properties:
**Total charge**: 0
**Energy above the lowest of the compared OMol25 structures with the same formula, charge and spin**: 3.020 eV
**LUMO (alpha / beta)**: -0.9 / -0.3 eV

Last column: natural (NBO) charge in e.
Geometry (Å):
H (-1.719, -1.783, -0.311)  0.2434
H (2.894, 0.710, 0.601)  0.2044
C (-0.707, 0.067, -0.810)  0.0123
C (0.238, -0.081, -1.768)  0.1835
F (-0.216, -1.587, 1.551)  -0.3196
C (0.877, -0.839, 1.319)  0.7578
F (1.843, -1.470, 1.931)  -0.2911
H (-1.146, 0.671, 1.144)  0.2231
H (-2.101, -1.351, -1.913)  0.2427
C (0.898, 0.467, 0.781)  -0.1789
H (-2.723, -0.178, -0.401)  0.2243
N (0.998, -0.081, -2.668)  -0.2865
C (-0.488, 0.906, 0.441)  -0.4462
C (1.999, 1.223, 0.615)  -0.3705
H (-0.663, 1.902, 0.113)  0.2432
H (1.905, 2.286, 0.245)  0.2132
C (-1.888, -0.862, -0.868)  -0.6549

---

# 2
The following is a quantum chemistry calculation of a molecular structure, C7H7HgO6S in a non-equilibrium geometry, from OMol25.

Computed properties:
**Total charge**: +1
**Energy above the lowest of the compared OMol25 structures with the same formula, charge and spin**: 3.289 eV
**LUMO**: -4.0 eV

Last column: natural (NBO) charge in e.
Geometry (Å):
H (-0.004, -3.051, 0.510)  0.2513
H (1.116, 3.246, -0.955)  0.1078
H (1.396, -2.275, -0.340)  0.2615
C (0.330, -2.179, -0.075)  -0.8512
C (-1.487, 2.134, 0.764)  0.3926
C (0.877, 0.069, -2.175)  0.3710
Hg (-0.390, 0.978, -0.674)  1.2734
C (-1.183, 2.424, -2.370)  0.4093
H (2.026, -1.850, 2.121)  0.2602
S (0.201, -0.867, 1.156)  1.1823
O (-3.102, -0.980, -1.463)  -0.3671
C (1.036, -1.534, 2.506)  -0.8229
O (-2.020, 2.814, 1.500)  -0.3789
O (1.575, -0.399, -2.955)  -0.3882
H (-0.267, -2.055, -1.009)  0.2385
O (2.078, 1.897, 0.491)  -0.5038
O (-1.188, -0.505, 1.623)  -0.9833
O (-1.455, 3.189, -3.143)  -0.3732
H (1.042, -0.716, 3.246)  0.2814
C (1.305, 2.313, -0.284)  -0.0600
C (-2.217, -0.318, -1.216)  0.4510
H (0.331, -2.336, 2.742)  0.2484

---

energy above the lowest of the compared OMol25 structures with the same formula, charge and spin of number 2 (C7H7HgO6S)? 3.289 eV